Record 1
DFT (ωB97M-V/def2-TZVPD) results for a gas-phase ion, C11H16N4 (charge +2) at a distorted geometry.

As for the structure (SMILES): CC[C@]1(c2ccccc2)NC(=[NH2+])NC1=[NH2+]. The net charge is +2. The calculation puts the orbital gap at 7.4 eV. The energy above the lowest of the compared OMol25 structures with the same formula, charge and spin is 3.6 kcal per mole. The total energy is -17609.78998 eV.

Element x y z (Å)
H 2.76378 0.73538 3.05107
C 0.01509 -1.57732 1.78137
C 0.59763 -0.01648 -1.37046
H -2.73047 0.35777 -1.93518
C -0.38229 -0.02467 -0.20643
C -2.18336 -0.46611 -1.97920
N 0.56661 1.25690 -1.86177
H 1.95969 1.21530 1.14171
H -1.57682 -0.37065 -2.82872
C -0.23695 2.11980 -1.11459
H 0.51102 -2.91080 3.43791
H 2.34538 -1.38221 4.20323
C 0.73099 -2.05925 2.83031
C 1.72835 -1.21090 3.37992
H -1.40133 1.49452 0.61057
N -0.79073 1.39432 -0.15531
H -0.80605 -2.25291 1.53148
H -1.59542 -1.95810 -0.65684
H 0.86738 -2.00923 -1.77925
N -0.40848 3.40570 -1.27791
H -2.56651 -0.64512 0.23675
H -2.93578 -1.30772 -2.22701
H 1.15007 1.58644 -2.65834
N 1.20932 -1.06170 -1.84275
C 1.48577 0.33458 1.48091
H -1.09481 3.86542 -0.67743
C 0.36334 -0.37193 1.06261
H 2.06620 -1.16451 -2.36076
C -1.71497 -0.85382 -0.54507
H 0.04168 3.89603 -2.04390
C 2.02167 -0.01872 2.77305

Charges computed using natural (NBO), reported in e: atom 1 (H): 0.24, atom 2 (C): -0.20, atom 3 (C): 0.64, atom 4 (H): 0.21, atom 5 (C): 0.05, atom 6 (C): -0.65, atom 7 (N): -0.56, atom 8 (H): 0.22, atom 9 (H): 0.21, atom 10 (C): 0.69, atom 11 (H): 0.25, atom 12 (H): 0.24, atom 13 (C): -0.17, atom 14 (C): -0.15, atom 15 (H): 0.47, atom 16 (N): -0.53, atom 17 (H): 0.24, atom 18 (H): 0.25, atom 19 (H): 0.46, atom 20 (N): -0.70, atom 21 (H): 0.27, atom 22 (H): 0.26, atom 23 (H): 0.47, atom 24 (N): -0.69, atom 25 (C): -0.22, atom 26 (H): 0.46, atom 27 (C): -0.12, atom 28 (H): 0.46, atom 29 (C): -0.41, atom 30 (H): 0.45, atom 31 (C): -0.17

Record 2
DFT (ωB97M-V/def2-TZVPD) results for a molecular structure, C40H39N2OOsPSi.

The net charge is +2. The calculation puts the orbital gap at 5.0 eV. The energy above the lowest of the compared OMol25 structures with the same formula, charge and spin is 3.3 kcal per mole. The total energy is -66755.74474 eV.

Element x y z (Å)
H -3.15106 -5.76041 0.71566
C -2.13197 -5.65653 -1.05899
C -4.30411 -3.13945 1.40587
H -0.44605 4.79097 0.96205
H -1.20557 6.05651 -1.07155
H 0.56913 -4.87733 -3.62704
H -2.20984 4.62465 -0.82940
C -3.59501 2.45608 -3.04138
C -3.34206 1.68033 -1.91709
H -1.97234 0.22849 2.24596
C -3.02889 0.19367 2.00142
H 3.98432 2.26546 3.69019
H 4.63093 -1.34982 0.83045
C -3.42502 -0.07205 0.69270
C -3.19845 2.01734 -4.29435
C -4.78538 -0.10790 0.37811
C 3.70227 -3.94397 -1.17933
C 1.69442 -3.22039 -2.75983
N -0.10710 1.86232 -0.03820
O 2.11541 -0.42243 0.55476
H -4.48397 -3.99959 2.05657
N 0.27395 -2.29489 -0.27010
C 3.62839 1.35404 -0.05364
H -0.36290 -3.64656 1.85519
C -2.20977 -2.27966 -0.86326
C 3.88094 2.01216 2.64401
H 5.49901 -3.40862 -0.25669
C -5.32826 0.37729 2.66974
C -3.97828 0.41779 2.98900
H -3.66571 0.62916 4.00297
C -0.18778 4.46204 -0.04650
C -2.68970 0.45358 -2.03552
C -5.73134 0.11860 1.36468
P -2.14932 -0.43296 -0.53560
H -1.18628 -2.21795 2.47538
H -2.22334 0.45665 -5.39820
H 3.51644 1.08213 -1.09582
C 1.46992 -1.81055 -2.14114
H -5.10418 -0.30014 -0.63925
H -6.78461 0.09405 1.11872
C 2.67263 -1.61944 0.13027
C -2.59141 -5.07562 0.07761
H 2.05839 -1.00953 -2.57354
H -3.65890 2.03777 -0.94594
C -2.53502 0.80356 -4.42186
Os -0.02036 -0.19343 -0.07177
C 4.45294 -3.17135 -0.39665
H -1.73359 -3.82030 2.96847
H 4.95687 2.99130 -0.41679
C -1.20643 4.96892 -1.07429
H -4.14196 -3.21157 -1.40127
H -2.36732 -6.69970 -1.24027
C -1.31021 -5.08036 -2.05582
C 3.94113 -1.97758 0.28265
H -0.95517 4.62495 -2.07614
H -5.07689 -3.13547 0.63674
H -3.77574 -1.77788 -2.33210
H -6.07014 0.55140 3.43772
H -1.75177 -0.90771 -3.42205
C -2.27358 0.03459 -3.30060
C 4.55449 2.74592 1.67879
H -2.97028 -3.27887 -2.69622
H 5.18490 3.57353 1.97378
H -4.42580 -2.24415 2.01247
C 0.09872 -1.45803 -1.61599
C 4.42870 2.41852 0.33344
C 0.49982 -4.01339 -2.97332
C -0.78074 -2.61026 -1.36781
H 2.43490 -3.28941 -3.55033
C -0.12339 3.00861 -0.02668
C -3.33051 -2.65885 -1.87587
Si -2.57030 -3.29460 0.73340
C 2.97429 0.63914 0.93082
C 1.75108 -2.38340 -0.74849
H 0.81509 4.83516 -0.26210
C -1.33483 -3.24309 2.13079
H -3.40478 2.61649 -5.17100
C 2.23289 -3.72009 -1.31041
H 2.55238 0.34190 3.00446
C -0.60888 -3.86707 -2.17327
H 4.12115 -4.81885 -1.66017
C 3.07837 0.94009 2.27156
H -4.11142 3.40121 -2.93537
H 1.69126 -4.58892 -0.92910
H -1.07525 -5.77308 -2.85985

Charges computed using Löwdin, reported in e: atom 1 (H): 0.10, atom 2 (C): -0.09, atom 3 (C): -0.14, atom 4 (H): 0.13, atom 5 (H): 0.09, atom 6 (H): 0.15, atom 7 (H): 0.08, atom 8 (C): -0.07, atom 9 (C): -0.09, atom 10 (H): 0.08, atom 11 (C): -0.11, atom 12 (H): 0.12, atom 13 (H): 0.13, atom 14 (C): -0.38, atom 15 (C): -0.06, atom 16 (C): -0.10, atom 17 (C): -0.03, atom 18 (C): -0.09, atom 19 (N): 0.03, atom 20 (O): -0.15, atom 21 (H): 0.05, atom 22 (N): 0.02, atom 23 (C): -0.01, atom 24 (H): 0.03, atom 25 (C): -0.47, atom 26 (C): -0.05, atom 27 (H): 0.12, atom 28 (C): -0.05, atom 29 (C): -0.06, atom 30 (H): 0.11, atom 31 (C): -0.19, atom 32 (C): -0.34, atom 33 (C): -0.06, atom 34 (P): 0.90, atom 35 (H): 0.02, atom 36 (H): 0.11, atom 37 (H): 0.13, atom 38 (C): -0.08, atom 39 (H): 0.12, atom 40 (H): 0.12, atom 41 (C): -0.17, atom 42 (C): 0.00, atom 43 (H): 0.16, atom 44 (H): 0.10, atom 45 (C): -0.06, atom 46 (Os): 1.02, atom 47 (C): -0.03, atom 48 (H): 0.05, atom 49 (H): 0.12, atom 50 (C): -0.07, atom 51 (H): 0.07, atom 52 (H): 0.12, atom 53 (C): 0.06, atom 54 (C): 0.04, atom 55 (H): 0.08, atom 56 (H): 0.05, atom 57 (H): 0.07, atom 58 (H): 0.12, atom 59 (H): 0.10, atom 60 (C): -0.10, atom 61 (C): -0.06, atom 62 (H): 0.09, atom 63 (H): 0.12, atom 64 (H): 0.02, atom 65 (C): -0.27, atom 66 (C): -0.05, atom 67 (C): 0.12, atom 68 (C): -0.32, atom 69 (H): 0.16, atom 70 (C): -0.11, atom 71 (C): -0.07, atom 72 (Si): 0.59, atom 73 (C): -0.29, atom 74 (C): -0.26, atom 75 (H): 0.13, atom 76 (C): -0.15, atom 77 (H): 0.12, atom 78 (C): -0.10, atom 79 (H): 0.13, atom 80 (C): -0.12, atom 81 (H): 0.12, atom 82 (C): 0.00, atom 83 (H): 0.11, atom 84 (H): 0.16, atom 85 (H): 0.14

Record 3
DFT (ωB97M-V/def2-TZVPD) results for 2 unconnected molecules or ions with the total composition C4H2Cl2N4O2 at a distorted geometry.

As for the structure (SMILES): Clc1n[nH]c(Cl)n1.C#C[N+](=O)[O-]. The calculation puts the orbital gap at 8.3 eV. The energy above the lowest of the compared OMol25 structures with the same formula, charge and spin is 26.4 kcal per mole. The total energy is -39273.92487 eV.

Element x y z (Å)
C 0.21707 2.69811 -0.34863
Cl -1.79289 -0.24791 -2.86438
H -0.02294 3.28385 -1.25853
O 2.53281 1.90723 1.72187
N -0.21339 -1.24478 0.29319
N -0.50947 -0.28631 -0.60161
C 0.73816 2.21670 0.59545
Cl -0.33321 -3.88703 0.57204
C -1.11915 -0.97419 -1.57052
O 0.78929 0.71954 2.26075
N 1.35240 1.57729 1.56914
N -1.05784 -2.30698 -1.40932
C -0.69834 -2.39428 -0.13420
H 0.11750 -1.06125 1.17475

Charges computed using natural (NBO), reported in e: atom 1 (C): -0.06, atom 2 (Cl): 0.10, atom 3 (H): 0.26, atom 4 (O): -0.32, atom 5 (N): -0.34, atom 6 (N): -0.30, atom 7 (C): 0.06, atom 8 (Cl): 0.07, atom 9 (C): 0.21, atom 10 (O): -0.39, atom 11 (N): 0.45, atom 12 (N): -0.47, atom 13 (C): 0.29, atom 14 (H): 0.43

Record 4
DFT (ωB97M-V/def2-TZVPD) results for a molecular structure, C43H36BClN2O6PSn.

The net charge is -1. The calculation puts the orbital gap at 6.8 eV. The energy above the lowest of the compared OMol25 structures with the same formula, charge and spin is 86.3 kcal per mole. The total energy is -88763.10120 eV.

Element x y z (Å)
C 0.99305 3.94712 2.89004
H -2.59466 -2.10170 3.92460
C 2.36587 -3.90390 3.60992
C 2.42299 0.14583 3.82252
P 1.39905 -1.58862 1.13206
H 2.32250 1.05484 4.41713
H 6.19620 -1.35791 0.77841
C 3.36736 -3.18293 2.73994
H 2.80906 -4.10954 4.58655
H 1.91603 7.12622 4.89860
C 5.73100 -2.89586 2.20898
C 0.86436 -3.72248 -0.50857
H 2.07247 -3.52754 -2.25848
H -3.09353 -2.83895 -4.36083
H -2.93033 1.29642 -3.37210
C 1.65935 6.23667 4.33564
H 2.24887 7.06580 2.44644
C 0.80088 3.98831 4.26955
N -0.09192 0.60702 1.91070
O -0.74178 -2.74397 -2.85629
C 0.37554 -0.75045 2.47836
H 2.07228 -4.85894 3.16547
C -0.81043 -1.64231 4.95274
C 1.51929 -2.87697 -1.57034
H -2.19222 0.98436 -6.13436
C 1.84723 6.20102 2.96064
B 0.44230 -2.14778 -2.42611
C -3.90783 -0.44795 -2.43187
C -1.58408 -1.70926 3.87233
C -2.44603 0.36180 0.91193
C 3.03774 -2.18159 1.80739
H -4.62686 -0.52696 -3.24297
C -2.90988 0.60801 -2.53478
C -2.99906 -1.25756 -0.30420
O -0.98840 1.63186 -1.57402
C 1.09825 -0.58512 3.79529
C -1.95762 0.74018 -1.58752
C 5.41709 -1.88400 1.31688
H -1.18302 -1.98748 5.91080
H 1.65570 5.00744 1.16926
C 1.51705 5.05856 2.24138
H 6.76125 -3.19147 2.36811
H 1.47004 -3.31662 3.77233
C -0.07347 -3.99748 1.67095
H -1.12993 -5.82008 2.06378
H 4.95476 -4.31251 3.61322
C -2.44675 -1.97878 -4.48100
C -1.52368 0.18763 2.12368
N 0.20824 1.70442 2.77332
H -0.69216 -6.73806 -0.22175
C -3.97676 -1.33223 -1.42558
C 0.65490 -3.22705 0.76652
C 4.71122 -3.52558 2.90626
H -3.66236 -0.97304 -5.93224
C -1.28774 -1.85707 -3.75446
H 2.23914 -2.16477 -1.16640
H -2.17677 2.48277 0.66371
C -1.10447 -1.22785 2.54256
Cl -4.45095 2.18600 0.07942
C -2.95985 1.80083 0.99541
H -2.60997 -2.24847 -0.05095
O 0.84070 2.78854 0.81984
C -0.74458 0.28765 -4.71426
C -2.75236 -0.92802 -5.34749
O -3.50347 -0.61140 0.92089
H -1.93119 0.74068 2.97008
H 3.83677 -0.76946 0.41284
C -1.92021 0.18182 -5.46042
C -0.56730 -5.25086 1.33326
C 4.08596 -1.55213 1.12189
H -0.09378 1.14840 -4.78470
H 0.56571 -5.36001 -1.84702
H -0.24872 -3.64091 2.67872
C 0.64771 2.71964 2.08683
H 2.74131 0.45211 2.82671
C -1.87116 -0.21647 -0.42796
H 0.38233 3.11684 4.75690
H 1.06716 -0.93417 5.85159
O -0.57328 -0.68730 -0.38065
H -3.20845 2.02368 2.02929
O 0.63518 -0.92021 -3.05333
C 1.13574 5.12567 4.98814
C -0.45919 -0.75546 -3.86896
H -4.71229 -2.12917 -1.41894
H 3.21268 -0.47478 4.25170
Sn 0.75704 1.02027 -0.54404
C 0.39358 -4.99047 -0.84168
H 0.98882 5.15010 6.06167
C -0.32211 -5.76055 0.06342
C 0.53200 -1.03976 4.91164
H -1.36404 -1.94234 1.76724

Charges computed using Löwdin, reported in e: atom 1 (C): -0.13, atom 2 (H): 0.11, atom 3 (C): -0.04, atom 4 (C): -0.04, atom 5 (P): 1.15, atom 6 (H): 0.08, atom 7 (H): 0.10, atom 8 (C): -0.25, atom 9 (H): 0.08, atom 10 (H): 0.09, atom 11 (C): -0.10, atom 12 (C): -0.23, atom 13 (H): 0.13, atom 14 (H): 0.12, atom 15 (H): 0.11, atom 16 (C): -0.11, atom 17 (H): 0.09, atom 18 (C): -0.04, atom 19 (N): -0.10, atom 20 (O): 0.21, atom 21 (C): -0.36, atom 22 (H): 0.09, atom 23 (C): -0.08, atom 24 (C): -0.03, atom 25 (H): 0.10, atom 26 (C): -0.09, atom 27 (B): -0.59, atom 28 (C): -0.11, atom 29 (C): -0.05, atom 30 (C): -0.36, atom 31 (C): -0.29, atom 32 (H): 0.10, atom 33 (C): -0.06, atom 34 (C): -0.18, atom 35 (O): -0.24, atom 36 (C): -0.26, atom 37 (C): -0.38, atom 38 (C): -0.09, atom 39 (H): 0.09, atom 40 (H): 0.11, atom 41 (C): -0.03, atom 42 (H): 0.10, atom 43 (H): 0.04, atom 44 (C): -0.11, atom 45 (H): 0.10, atom 46 (H): 0.11, atom 47 (C): -0.01, atom 48 (C): -0.13, atom 49 (N): 0.10, atom 50 (H): 0.10, atom 51 (C): -0.04, atom 52 (C): -0.27, atom 53 (C): -0.06, atom 54 (H): 0.10, atom 55 (C): -0.19, atom 56 (H): 0.08, atom 57 (H): 0.08, atom 58 (C): -0.19, atom 59 (Cl): 0.60, atom 60 (C): -0.46, atom 61 (H): 0.15, atom 62 (O): -0.25, atom 63 (C): 0.00, atom 64 (C): -0.11, atom 65 (O): -0.02, atom 66 (H): 0.15, atom 67 (H): 0.09, atom 68 (C): -0.10, atom 69 (C): -0.08, atom 70 (C): -0.13, atom 71 (H): 0.13, atom 72 (H): 0.12, atom 73 (H): 0.09, atom 74 (C): -0.47, atom 75 (H): 0.07, atom 76 (C): -0.38, atom 77 (H): 0.10, atom 78 (H): 0.11, atom 79 (O): -0.35, atom 80 (H): 0.07, atom 81 (O): 0.14, atom 82 (C): -0.10, atom 83 (C): -0.20, atom 84 (H): 0.09, atom 85 (H): 0.08, atom 86 (Sn): 1.32, atom 87 (C): -0.04, atom 88 (H): 0.09, atom 89 (C): -0.08, atom 90 (C): -0.06, atom 91 (H): 0.11

Record 5
DFT (ωB97M-V/def2-TZVPD) results for a molecular structure, CH2N2S4 at a distorted geometry.

The calculation puts the orbital gap (alpha / beta) at 7.5 / 7.5 eV. The energy above the lowest of the compared OMol25 structures with the same formula, charge and spin is 25.6 kcal per mole. The total energy is -47387.87215 eV.

Element x y z (Å)
S 2.48846 -1.29376 1.55907
S -0.98683 -0.84041 -0.37307
S -0.91731 2.06660 -0.44938
N -1.51786 0.54224 -0.73787
H 1.35245 -0.39768 -0.98148
C 1.04732 -1.01932 0.94242
S -0.46651 -0.72639 1.86243
H -1.74033 2.58871 -1.44891
N 0.74060 -0.91999 -0.37321

Charges computed using natural (NBO), reported in e: atom 1 (S): -0.01, atom 2 (S): 1.19, atom 3 (S): 0.22, atom 4 (N): -0.99, atom 5 (H): 0.44, atom 6 (C): -0.15, atom 7 (S): 0.00, atom 8 (H): 0.14, atom 9 (N): -0.84